Entry 1:
The following is a DFT calculation (wB97M-V/def2-TZVPD) of a molecular structure, C9H11IrN3O4.

The value obtained for the molar mass is 417.42 g mol⁻¹. The charge is +1. As for the LUMO energy: -5.382 eV. For the largest force on an atom, the calculation gives 0.2 eV Å⁻¹.

The geometry in XYZ format:
```
28
Properties=species:S:1:pos:R:3:forces:R:3:mulliken_charge:R:1
Ir -0.48542 0.00000 0.00431 -0.04 0.00 -0.01 1.456
O 1.49491 0.01560 -3.49546 0.09 0.00 0.02 -0.564
C 1.08826 0.00703 -2.36965 -0.19 0.01 0.02 0.197
O -0.19355 -0.00312 -2.01679 0.13 0.00 0.00 -0.763
C 2.07346 0.00610 -1.19019 -0.07 0.00 -0.07 0.589
C 3.44864 0.00721 -1.22276 0.02 0.00 -0.04 -0.556
C 4.12887 -0.00008 -0.00102 -0.06 0.00 0.00 -0.114
C 3.45205 -0.00742 1.22250 0.01 0.00 0.05 -0.557
C 2.07674 -0.00645 1.19359 -0.07 0.01 0.07 0.590
N 1.46806 -0.00028 0.00262 0.11 0.00 0.00 -0.092
C 1.09404 -0.00687 2.37508 -0.19 -0.02 -0.01 0.200
O 1.50321 -0.01558 3.50000 0.09 0.00 -0.02 -0.564
O -0.18840 0.00383 2.02485 0.13 0.00 0.00 -0.764
H 3.95892 0.01216 -2.17573 0.03 0.00 0.02 0.509
H 5.21102 0.00002 -0.00266 0.00 0.00 0.00 0.454
H 3.96471 -0.01216 2.17420 0.04 0.00 -0.02 0.509
N -2.08241 -1.29703 -0.05543 -0.10 0.02 0.10 -0.622
C -3.37160 -0.63505 -0.40608 0.06 0.07 -0.09 -0.558
C -3.37343 0.63538 0.40063 0.06 -0.07 0.09 -0.560
N -2.08262 1.29699 0.05557 -0.11 -0.02 -0.10 -0.622
H -1.87727 -2.04760 -0.71171 0.03 0.03 -0.04 0.351
H -2.14796 -1.71622 0.87309 0.00 -0.04 -0.02 0.335
H -4.22815 -1.27707 -0.20998 0.04 -0.03 0.09 0.404
H -3.33592 -0.41427 -1.47403 -0.04 -0.02 0.00 0.326
H -3.34249 0.41451 1.46872 -0.04 0.02 0.00 0.326
H -4.22910 1.27743 0.20079 0.04 0.03 -0.09 0.403
H -1.88147 2.04991 0.71036 0.03 -0.03 0.04 0.351
H -2.14311 1.71301 -0.87480 0.00 0.04 0.02 0.336
```
Positions in Å, forces in eV/Å.

Entry 2:
The following is a DFT calculation (wB97M-V/def2-TZVPD) of a molecular structure, C9H11LaO6 in a non-equilibrium geometry.

The value obtained for the molar mass is 354.09 g mol⁻¹. The charge is +2. As for the LUMO energy (spin up / spin down): -9.609 / -9.573 eV. For the largest force on an atom, the calculation gives 7.0 eV Å⁻¹.

The geometry in XYZ format:
```
27
Properties=species:S:1:pos:R:3:forces:R:3:mulliken_charge:R:1
O -0.18042 5.08703 -2.84004 0.04 -3.13 -0.21 -0.085
C -0.16176 3.94416 -2.87641 -0.03 2.94 0.33 0.075
La 0.07814 0.19191 -1.20974 0.87 -0.15 1.36 1.542
C 0.09087 -1.98767 -2.59432 0.76 -1.51 2.46 0.058
O 0.14001 -3.15283 -2.81958 -0.43 2.55 -0.55 -0.238
C -0.11778 -0.75901 -3.68823 -1.27 -0.86 -3.47 0.188
O -0.57855 -1.04678 -4.76612 1.52 1.44 1.90 -0.292
C 2.41981 -0.43634 -2.30320 4.96 -0.42 -3.26 0.217
O 3.31201 -0.57445 -3.02883 -3.89 0.41 3.18 -0.104
C -2.05693 -0.26319 -2.41840 -6.08 -1.40 -3.22 0.204
O -2.96783 -0.52135 -3.08956 3.78 1.10 2.86 -0.089
H 0.40780 0.29925 -3.39417 -0.19 -0.91 -1.87 0.085
C 1.39445 -1.37474 2.59444 0.13 -0.01 -0.38 -1.107
C 0.07847 -1.26593 1.85592 -0.10 0.12 0.59 -0.234
O -0.00596 0.01854 1.11116 -0.03 0.18 0.53 -0.229
C -0.12962 1.23051 1.97001 0.05 -0.24 0.55 -0.213
C -1.43742 1.21059 2.74049 -0.01 0.07 -0.33 -1.203
H 2.20941 -1.38527 1.86980 0.19 -0.02 0.14 0.310
H 1.42785 -2.31140 3.15335 -0.06 0.03 -0.06 0.399
H 1.56037 -0.55872 3.30843 -0.14 -0.25 -0.17 0.327
H -0.08889 -2.04698 1.10016 0.18 0.13 0.20 0.420
H -0.75161 -1.28370 2.56347 -0.07 -0.06 -0.31 0.231
H 0.72178 1.22835 2.66730 -0.17 0.15 -0.51 0.223
H -0.03864 2.09816 1.28209 -0.08 -0.39 0.32 0.433
H -1.49528 0.39333 3.46300 0.12 0.16 -0.09 0.344
H -1.55300 2.13932 3.29716 0.08 0.05 -0.02 0.402
H -2.27727 1.12718 2.05179 -0.13 0.01 0.04 0.336
```
Positions in Å, forces in eV/Å.

Entry 3:
The following is a DFT calculation (wB97M-V/def2-TZVPD) of a single C9H11N molecule in a non-equilibrium geometry.

The value obtained for the molar mass is 133.19 g mol⁻¹. As for the LUMO energy (spin up / spin down): 0.119 / -0.076 eV. For the largest force on an atom, the calculation gives 4.7 eV Å⁻¹.

The geometry in XYZ format:
```
21
Properties=species:S:1:pos:R:3:forces:R:3:mulliken_charge:R:1
C -2.86997 0.59443 -0.13281 -1.04 2.19 -1.42 -0.763
C -1.65856 1.33828 -0.19341 1.20 1.16 0.40 -0.418
C -2.54962 -0.72563 0.01216 1.61 0.68 -0.36 -0.417
C -0.59980 0.44855 -0.01337 -1.37 -0.76 0.06 0.203
C 1.51936 -0.62128 0.71575 0.41 0.55 0.11 -0.704
C -0.39349 -1.98285 0.14855 1.41 -2.54 1.76 -0.533
C 1.08324 -1.68115 -0.23224 -1.83 1.00 -0.05 -0.517
C 0.73756 0.64667 0.32654 1.27 -1.39 -0.86 0.727
C 1.45908 1.85243 -0.14308 0.65 0.96 4.53 -1.649
N -1.18280 -0.82253 -0.00876 -0.06 1.39 0.63 0.132
H -3.81282 1.08031 -0.50674 0.76 -1.00 1.12 0.304
H -1.36915 2.42900 -0.19771 -1.24 -1.26 -0.16 0.326
H -3.06693 -1.61848 0.15621 -1.19 -1.02 -0.16 0.471
H 1.15957 -0.94826 1.66158 0.09 -0.10 1.25 0.261
H 2.60610 -0.48185 0.77153 -0.30 0.26 -0.10 0.432
H -0.84935 -2.83140 -0.39909 0.31 0.46 0.13 0.422
H -0.37211 -2.29982 1.30524 -0.05 0.45 -2.31 0.235
H 1.27606 -1.38875 -1.26770 -0.03 -0.70 -0.12 0.335
H 2.49335 1.65335 -0.30454 0.79 -0.35 -0.33 0.441
H 1.52769 2.64824 0.78640 -0.48 -1.41 -2.40 0.229
H 1.02635 2.21738 -1.00238 -0.94 1.43 -1.72 0.485
```
Positions in Å, forces in eV/Å.

Entry 4:
The following is a DFT calculation (wB97M-V/def2-TZVPD) of a gas-phase ion, C9H11N2 (charge +1) in a non-equilibrium geometry.

The value obtained for the molar mass is 147.20 g mol⁻¹. The charge is +1. As for the SMILES: [H]/N=[N+]1/C=CC2=C1C[C@H](C)C=C2. As for the LUMO energy (spin up / spin down): -5.793 / -6.622 eV. For the largest force on an atom, the calculation gives 4.4 eV Å⁻¹.

The geometry in XYZ format:
```
22
Properties=species:S:1:pos:R:3:forces:R:3:mulliken_charge:R:1
C 0.21894 -1.88075 0.00544 -0.54 -3.64 0.90 -0.776
C -2.33770 -1.42641 -0.17264 -1.11 -2.50 0.03 -1.145
C 1.42802 -1.33471 0.15081 0.32 0.04 -1.21 -0.534
C -3.07716 -0.34946 -0.08929 -1.56 0.26 0.95 -0.115
C -0.92624 -1.08312 0.01289 -0.68 1.16 -0.56 1.674
C -0.84045 0.30412 0.08989 -3.91 -1.86 0.46 0.018
C 0.37693 0.99103 0.21849 1.89 0.72 0.06 -1.414
C 1.59445 0.09060 0.34531 2.92 1.38 2.62 0.593
C 2.84518 0.76494 -0.36511 -0.51 -0.55 -1.23 -1.443
N -2.72289 1.89999 -0.06951 -2.93 -3.30 0.57 -1.024
N -2.20180 0.75028 0.06828 2.66 2.23 -0.88 0.787
H 0.16490 -3.03090 0.10715 -0.26 2.04 -0.71 0.293
H -2.83365 -2.40966 -0.29741 0.95 0.58 0.13 0.373
H 2.27156 -1.99902 0.04129 0.39 0.19 0.42 0.433
H -4.15466 -0.13239 0.05125 0.97 -0.34 -0.56 0.442
H 0.55411 1.65797 -0.56221 0.17 0.84 -2.40 0.636
H 0.46997 1.73783 0.94745 -0.50 0.75 2.01 0.605
H 1.90937 0.07764 1.47778 -0.55 0.08 -1.50 0.213
H 2.49917 0.78069 -1.45804 0.97 0.45 1.31 0.395
H 3.76477 0.14396 -0.31074 -0.73 0.15 0.02 0.397
H 3.16918 1.78251 0.00811 -0.97 -1.08 -0.37 0.322
H -2.17199 2.66487 -0.19920 3.00 2.40 -0.08 0.269
```
Positions in Å, forces in eV/Å.